# 1
ORCA calculation (the ωB97M-V functional and the def2-TZVPD basis) on a 3-piece molecular cluster, C5H15NO4 overall.

Geometry as ORCA input:
```
! RIJCOSX wB97M-V def2-TZVPD def2/J DEFGRID3
* xyz 0 1
O -0.76496 1.62627 -0.08707
C -0.01375 0.74120 -0.38562
C 0.55780 -0.48859 0.41215
C 1.52932 0.06409 1.52598
C 0.78854 1.11554 2.46707
N 1.33928 -1.48868 -0.32076
C 0.96652 -1.57381 -1.68039
O 1.64102 -0.57319 -2.40490
H 0.25564 0.74368 -1.41396
H -0.29825 -1.03986 0.99127
H 1.78460 -0.85734 2.13883
H 2.46637 0.45486 1.10479
H -0.28085 0.76039 2.65036
H 0.81551 2.06800 1.92980
H 1.33963 1.31881 3.37802
H 2.33107 -1.19716 -0.20194
H 1.14123 -2.56676 -2.24965
H -0.20781 -1.47636 -1.70303
H 1.19699 -0.45082 -3.16638
H -2.36331 -0.22587 -0.44769
H -3.13171 -0.57451 -1.50075
O -2.17998 -0.67377 -1.30012
H -1.81010 1.23085 1.57344
H -3.08113 1.21484 0.89368
O -2.75900 1.10411 1.82126
*
```

Summary:
SMILES string: CC[C@@H](C=O)NCO.O.O
F_max, eV Å⁻¹: 4.91
Energy relative to the best compared isomer or geometry (same formula, charge and spin), kcal/mol: 68.7
LUMO, eV: 0.4203
Frontier orbital gap, eV: 9.79
Energy, Ha: -555.14100

***

# 2
ORCA calculation (the ωB97M-V functional and the def2-TZVPD basis) on C25H26F6N5O12ReS4 as an isolated structure.

Geometry as ORCA input:
```
! RIJCOSX wB97M-V def2-TZVPD def2/J DEFGRID3
* xyz 1 4
Re 1.35534 -0.52075 -0.48035
F 5.68012 0.91867 -1.91816
C 5.85977 -0.37822 -1.70591
F 6.90971 -0.57324 -0.93694
F 5.99862 -1.01077 -2.85302
S 4.37238 -0.98568 -0.79028
O 3.19477 -0.46533 -1.58542
O 4.43870 -0.44355 0.52786
N 4.50127 -2.53952 -0.91554
S 3.21697 -3.34090 -0.46998
O 2.22096 -2.37927 0.10652
O 3.46042 -4.49664 0.30342
C 2.52530 -3.94290 -2.08181
F 3.46433 -4.66003 -2.67334
F 1.46181 -4.69014 -1.84576
F 2.20438 -2.91465 -2.85595
C 0.72229 5.33519 -2.02254
C 0.91529 5.19763 -0.51997
N 1.74565 4.03738 -0.13622
C 3.15898 4.29060 0.19018
C 4.06498 4.17288 -1.02729
C 1.22701 2.82490 -0.16941
S 2.25281 1.50812 0.35347
N -0.07435 2.72574 -0.48176
C -0.60855 1.66821 -1.00415
O 0.05977 0.62936 -1.43140
C -2.06565 1.61233 -1.21404
C -2.88108 2.65654 -0.78050
C -4.25302 2.56859 -0.93741
C -4.81462 1.44600 -1.53339
C -4.00455 0.41069 -1.98190
C -2.63231 0.49234 -1.82319
H 0.08631 6.19729 -2.22222
H 0.23767 4.45296 -2.43727
H 1.67062 5.48963 -2.53574
H -0.04644 5.09671 -0.02044
H 1.41878 6.07537 -0.12035
H 3.47144 3.59756 0.96849
H 3.20340 5.29212 0.61308
H 3.93517 3.20418 -1.51022
H 5.10586 4.26374 -0.71874
H 3.85863 4.95738 -1.75415
H -2.43026 3.52621 -0.32292
H -4.88734 3.37613 -0.59842
H -5.88757 1.38317 -1.65767
H -4.44408 -0.45256 -2.46392
H -1.98785 -0.29384 -2.19250
O 1.63638 -0.72883 2.07535
S 1.31635 -0.37805 3.51002
C -0.23718 -1.20011 3.97563
C -1.37637 -0.24263 3.65157
C -0.87726 1.11513 4.13096
C 0.51433 1.27083 3.52340
H -0.15881 -1.36438 5.05273
H -0.24728 -2.16855 3.47614
H -2.30681 -0.54716 4.12935
H -1.53450 -0.20415 2.57379
H -0.81541 1.12845 5.22093
H -1.53111 1.93191 3.82553
H 1.16200 1.96171 4.05976
H 0.47123 1.55771 2.47174
O 0.03277 -2.12866 -1.39760
C -0.72743 -2.01520 -0.40656
O -0.44123 -1.10537 0.44807
C -1.89461 -2.89674 -0.20411
C -2.34836 -3.14006 1.08365
C -3.40782 -4.00502 1.25771
C -4.04488 -4.62222 0.20055
C -3.57401 -4.33904 -1.06720
C -2.50101 -3.50297 -1.29753
N -4.25071 -4.96033 -2.22895
O -3.83447 -4.66139 -3.32644
O -5.11066 -5.77565 -1.99269
N -3.87545 -4.27397 2.63536
O -4.79518 -5.04367 2.76681
O -3.30850 -3.68323 3.53210
H -1.88940 -2.67245 1.93858
H -4.87422 -5.29714 0.35434
H -2.15224 -3.32842 -2.30581
*
```

Summary:
F_max, eV Å⁻¹: 1.21
Energy relative to the best compared isomer or geometry (same formula, charge and spin), kcal/mol: 6.0
LUMO (spin up / spin down), eV: -3.5256 / -4.6682
Frontier orbital gap (spin up / spin down), eV: 8.38 / 7.29
Energy, Ha: -4414.75461

***

# 3
ORCA calculation (the ωB97M-V functional and the def2-TZVPD basis) on a 2-piece molecular cluster, C2H10NS overall.

Geometry as ORCA input:
```
! RIJCOSX wB97M-V def2-TZVPD def2/J DEFGRID3
* xyz 0 2
N -1.96699 0.69051 -0.85919
H -2.04500 -0.29892 -1.18567
H -1.24148 1.19416 -1.41870
H -2.91394 1.13355 -0.90762
H -1.69946 0.56745 0.14778
C 1.31321 0.64142 0.76462
C 0.83396 -0.79816 0.67898
S 0.51384 -1.46869 -0.97693
H 0.82194 1.28917 0.03847
H 2.36483 0.65945 0.46212
H 1.24352 1.03554 1.77308
H 1.37350 -1.46670 1.34713
H -0.14582 -0.85748 1.15604
H 1.54789 -2.32131 -1.02011
*
```

Summary:
F_max, eV Å⁻¹: 1.62
Energy relative to the best compared isomer or geometry (same formula, charge and spin), kcal/mol: 7.0
LUMO (spin up / spin down), eV: 0.7924 / 0.5503
Frontier orbital gap (spin up / spin down), eV: 4.80 / 9.94
Energy, Ha: -535.00923